C17H23AlN3O2Se2Te2 | ωB97M-V/def2-TZVPD

Structure (XYZ):
```
50
Properties=species:S:1:pos:R:3
Al 1.445 0.490 -0.774
N 3.632 0.489 -0.825
C 4.409 1.021 0.243
C 3.985 0.321 1.536
C 2.554 0.641 1.923
N 1.553 -0.067 1.132
H 4.084 -0.402 -1.173
H 3.819 1.093 -1.649
H 4.223 2.074 0.258
H 5.473 0.832 0.107
H 4.510 0.531 2.412
H 4.060 -0.804 1.433
H 2.409 1.757 1.745
H 2.382 0.470 2.979
H 0.644 0.221 1.425
H 1.672 -1.076 1.289
Se 1.840 2.821 -1.337
Te 0.249 2.987 -3.278
Te -0.238 0.356 -4.028
Se 1.609 -0.753 -2.853
C 0.287 -3.817 -0.946
O -0.815 -2.936 -0.976
C -1.243 -2.443 0.174
C -0.831 -2.774 1.446
C -1.390 -2.151 2.555
C -2.387 -1.165 2.437
C -2.859 -0.842 1.139
C -2.287 -1.517 0.031
N -2.740 -1.258 -1.296
C -2.835 -0.075 -1.904
C -2.495 1.174 -1.307
C -3.456 2.180 -1.448
C -3.288 3.311 -0.682
C -2.215 3.316 0.245
C -1.328 2.370 0.367
C -1.295 1.242 -0.487
O -0.344 0.423 -0.594
H 0.235 -4.636 -0.247
H 1.175 -3.166 -0.902
H 0.276 -4.222 -1.952
H -0.024 -3.517 1.628
H -1.015 -2.443 3.540
H -2.762 -0.728 3.343
H -3.653 -0.142 1.050
H -2.831 -2.045 -1.927
H -3.368 0.035 -2.896
H -4.246 2.085 -2.203
H -3.938 4.167 -0.618
H -2.145 4.158 0.872
H -0.491 2.409 0.991
```

Output
LUMO ... -3.329 eV
E_HOMO ... -9.5 eV
Strongest force on any atom ... 4.9 eV/Å
Orbital gap ... 6.13 eV
Charge ... +1
2S+1 ... 1